DFT (ωB97M-V/def2-TZVPD) results for a single C6H6O2 molecule at a distorted geometry.

```
14
Properties=species:S:1:pos:R:3:mulliken_charge:R:1
C 0.0375 1.2321 -0.0860 -0.66
C -0.6666 -0.0923 0.0355 1.43
C 1.8543 -0.3017 0.1909 0.53
O -1.7578 -0.1738 0.9751 -0.50
H 2.0601 2.1324 0.2803 0.35
C 1.4064 1.2206 0.2263 -0.39
H 0.5341 -1.8515 -0.4814 0.50
H -2.4483 0.5140 -0.8849 0.21
H -2.4027 -1.2477 -0.9184 0.30
O 3.0020 -0.6289 0.0120 -0.54
H -0.5476 2.2367 -0.0830 0.27
H 0.3491 -1.5905 1.0752 0.38
C 0.5316 -1.0684 0.1494 -1.15
C -1.9520 -0.3808 -0.4911 -0.74
```

SMILES string   O=C1C=C[C@@]2(CO2)C1
DFT total energy   -10411.314 eV
LUMO energy   0.2 eV
HOMO energy   -9.802 eV
Max |F|   3.7 eV Å⁻¹


DFT (ωB97M-V/def2-TZVPD) results for 2 unconnected molecules or ions with the total composition C3H8N2OS at a distorted geometry.

```
15
Properties=species:S:1:pos:R:3:mulliken_charge:R:1
O 0.0210 -2.5623 0.4775 -0.55
S 2.3357 1.2256 0.1358 0.11
C -0.4010 1.1123 0.7325 -0.57
N -0.7936 1.5016 -0.5256 -0.49
H -0.2796 1.8132 1.4871 0.45
C -0.3140 -1.2218 -0.0626 -0.39
N 2.3268 0.6114 -1.2756 -0.40
H 0.2201 -1.1730 -1.0217 0.29
H -0.4509 -3.2619 -0.0213 0.31
H -1.4143 -1.3205 -0.4980 0.28
H 0.4836 -0.5767 1.7428 0.47
H -0.5503 0.8252 -1.2221 0.26
H -0.5022 2.3905 -0.8319 0.29
C -0.0421 -0.1758 0.9635 -0.34
H 2.9638 -0.0874 -1.3094 0.26
```

<S²>   2.01
DFT total energy   -19099.482 eV
LUMO energy (spin up / spin down)   0.8 / -1.4 eV
HOMO energy (spin up / spin down)   -7.272 / -8.142 eV
Multiplicity   3
Max |F|   4.1 eV Å⁻¹


DFT (ωB97M-V/def2-TZVPD) results for 3 unconnected molecules or ions with the total composition C4H12O4 at a distorted geometry.

```
20
Properties=species:S:1:pos:R:3:mulliken_charge:R:1
H -0.2722 2.3659 -1.0552 0.32
O -3.6333 2.2754 -0.0026 -0.62
H 1.8642 -0.0420 1.2717 0.31
H 1.0531 -2.1931 2.0734 0.40
C 2.1163 -1.1674 -0.5166 0.12
H -3.6890 1.3358 0.1461 0.31
O -0.3932 2.0212 -1.9459 -0.63
C 1.3449 -0.1619 0.3203 -0.39
O 2.3610 -1.0584 -1.6673 -0.07
O -0.5771 0.0726 1.6435 -0.49
C 0.1371 -2.1716 1.4899 -1.42
H -0.7770 0.9125 1.2125 0.32
H -4.5092 2.5104 -0.3229 0.32
C -0.0044 -0.8548 0.7261 0.32
H -1.3244 2.2212 -2.0848 0.34
H -0.6787 -2.1734 2.2003 0.41
H 2.5876 -1.9741 0.0870 0.42
H 1.0909 0.7428 -0.2127 0.27
H -0.2611 -2.9892 0.8948 0.39
H -0.7266 -0.9310 -0.0876 0.38
```

<S²>   0.76
DFT total energy   -12521.885 eV
LUMO energy (spin up / spin down)   -5.5 / -9.5 eV
HOMO energy (spin up / spin down)   -14.615 / -14.615 eV
Charge   +1
Multiplicity   2
Max |F|   1.6 eV Å⁻¹


DFT (ωB97M-V/def2-TZVPD) results for 2 unconnected molecules or ions with the total composition C4H9NO at a distorted geometry.

```
15
Properties=species:S:1:pos:R:3:mulliken_charge:R:1
C -2.3191 -0.0246 -0.0613 0.06
C -1.0211 0.1884 -0.2466 -0.70
O 1.8709 1.9081 0.0904 -0.50
C 2.3767 -0.3117 0.7221 -0.53
H -0.3709 -0.5755 -0.6466 0.15
H -3.0140 0.7417 0.2448 0.37
H 1.8030 0.3550 -1.2631 0.46
H 2.7523 2.2504 -0.1294 0.31
C 2.0024 0.5328 -0.2151 -0.27
H -0.6868 1.2145 -0.3511 0.23
H 2.5424 -1.3631 0.5269 0.27
H -2.4494 -1.9064 -0.8474 0.27
H -2.9028 -1.7555 0.6714 0.25
N -2.9865 -1.2968 -0.2377 -0.62
H 2.4029 0.0429 1.7426 0.25
```

SMILES string   C=CN.C=CO
DFT total energy   -7829.240 eV
LUMO energy   0.9 eV
HOMO energy   -9.197 eV
Max |F|   1.6 eV Å⁻¹


DFT (ωB97M-V/def2-TZVPD) results for 2 unconnected molecules or ions with the total composition C5H13IN at a distorted geometry.

```
20
Properties=species:S:1:pos:R:3:mulliken_charge:R:1
H 1.6910 -1.2554 -1.6457 0.35
H 1.5508 0.8661 -1.8689 0.30
H -0.2080 -1.2498 -2.0770 0.33
C 0.5793 -1.5500 -1.2625 -1.28
H -0.6074 -1.1026 1.7084 0.52
C 0.3925 1.3514 1.1330 -0.89
C 0.5842 1.2455 -1.3752 -0.83
H 0.6556 -2.6497 -1.0477 0.36
H -0.2666 0.8870 -1.9956 0.32
H -0.6118 1.5331 1.6397 0.29
H -5.1264 -0.6148 -1.2916 0.12
H 0.1604 -2.4345 0.9906 0.35
C 0.4327 -0.6690 -0.0408 1.31
H 0.9579 0.7617 1.8261 0.38
H 0.9204 2.3853 0.9578 0.34
H 0.5698 2.3164 -1.3110 0.36
I -4.7657 0.5420 -0.2632 -0.11
N 0.4446 0.6088 -0.0821 0.17
H 0.9756 -1.3148 1.9752 0.50
C 0.2396 -1.3713 1.2629 -1.87
```

DFT total energy   -14978.808 eV
LUMO energy   -3.9 eV
HOMO energy   -12.686 eV
Charge   +1
Max |F|   4.8 eV Å⁻¹


DFT (ωB97M-V/def2-TZVPD) results for a gas-phase ion, C25H29OSi (charge +1) at a distorted geometry.

```
56
Properties=species:S:1:pos:R:3:mulliken_charge:R:1
C 0.5480 -2.4958 -1.2226 -0.57
H -1.7047 3.0764 -1.7404 0.35
H 3.3782 1.6564 -3.8783 0.41
H -5.1643 3.1863 -1.6347 0.34
C 3.0904 -0.3786 -3.3589 -0.46
H -3.7782 1.4951 1.9238 0.51
C -0.7058 0.5721 1.7443 -0.54
C 2.7942 -2.1227 -0.3757 -0.53
C 2.8621 -0.0559 5.5552 -0.35
C 2.7780 0.7794 -4.0314 -0.48
H 1.4635 1.7358 -5.4861 0.38
C 1.7063 0.8140 -4.9285 -0.53
H -0.7751 1.4536 2.4638 0.42
C 0.1456 -0.6050 2.1678 0.26
H -5.9193 1.9726 -0.5917 0.33
H 3.8501 -2.1774 -0.5690 0.61
H -2.3319 -0.2069 -1.6657 0.20
C -3.3623 0.8046 1.1654 -0.75
C 2.2935 0.3410 3.2215 -0.24
C 0.9124 -0.3309 -5.1374 -0.48
C 1.2184 -1.5182 -4.4786 -0.15
C 0.9475 -1.1589 4.5391 -0.30
O 2.4291 -2.6222 -2.7082 -0.48
H -2.1665 3.8242 -0.1902 0.32
C -3.1984 0.4299 -1.9051 -0.86
H 2.5843 0.7294 2.2366 0.44
H -0.1223 -2.8286 -2.0128 0.43
H 0.0527 -0.3130 -5.8303 0.37
C 2.2838 -1.4901 -3.5693 0.27
H 3.9571 1.2461 4.2433 0.38
H 0.1601 -1.9251 4.5952 0.35
C 0.8561 -1.4836 0.9820 -0.36
H -2.9984 0.9156 -2.8763 0.33
Si -3.4391 1.7171 -0.5612 0.25
H -1.0489 -2.1705 0.1950 0.40
H -2.1992 -0.9354 1.3746 0.57
C -1.9694 2.8646 -0.6901 -0.87
H 2.9537 -1.4943 1.6166 0.68
H -1.1055 2.3894 -0.2071 0.23
C -2.1090 0.1355 1.3980 -0.24
C 2.2497 -1.6932 0.8351 -0.12
C 3.1064 0.5876 4.3468 -0.75
H 0.6320 -2.4453 -4.6148 0.47
H 0.0191 0.7623 0.9018 0.47
H 3.9078 -0.4571 -2.6585 0.46
C 1.7844 -0.9306 5.6421 -0.69
H -0.6099 -1.2827 2.5137 0.74
H -4.1509 0.0858 0.9500 0.36
H -5.1349 3.3931 0.1218 0.33
C 1.1416 -0.4526 3.3289 -0.36
C 0.0246 -2.0715 0.0072 -0.52
H 3.4837 0.1669 6.4246 0.39
H 1.5863 -1.4808 6.5590 0.39
C -5.0608 2.6517 -0.6857 -1.00
H -4.0824 -0.2188 -2.0257 0.34
C 1.9365 -2.4408 -1.4190 -0.16
```

DFT total energy   -36311.827 eV
LUMO energy   -5.9 eV
HOMO energy   -11.247 eV
Charge   +1
Max |F|   4.4 eV Å⁻¹


Respective energy above the lowest of the compared OMol25 structures with the same formula, charge and spin values: 48.3; 19.0; 10.3; 71.0; 28.0; 44.2 kcal/mol.
Respective molar mass values: 110.11; 120.18; 124.14; 87.12; 214.07; 373.59 g/mol.